Formula: C17H18ClNO2
Source: OMol25
Level of theory: ωB97M-V/def2-TZVPD

Calculated total energy (a.u.): -1324.0303
Energy above the lowest of the compared OMol25 structures with the same formula, charge and spin (eV): 0.159
HOMO (eV): -8.525
HOMO-LUMO gap (eV): 9.221
SMILES string: CCOCCN(C(=O)c1ccccc1Cl)c1ccccc1

Geometry (Å):
C1 0.66 4.80 1.21
C2 -0.07 3.53 0.78
O1 0.71 2.66 -0.02
C3 1.78 2.00 0.60
C4 1.37 0.80 1.48
N1 0.50 -0.13 0.79
C5 -0.84 0.14 0.83
O2 -1.33 0.91 1.63
C6 -1.71 -0.56 -0.17
C7 -2.89 -1.14 0.29
C8 -3.77 -1.75 -0.58
C9 -3.49 -1.78 -1.93
C10 -2.34 -1.17 -2.42
C11 -1.46 -0.56 -1.54
Cl1 -0.08 0.23 -2.19
C12 1.03 -1.29 0.21
C13 2.26 -1.28 -0.44
C14 2.77 -2.44 -1.00
C15 2.07 -3.63 -0.91
C16 0.86 -3.65 -0.24
C17 0.35 -2.50 0.33
H1 1.12 5.28 0.34
H2 -0.05 5.49 1.66
H3 1.44 4.59 1.94
H4 -0.91 3.79 0.13
H5 -0.47 3.00 1.65
H6 2.38 2.69 1.22
H7 2.40 1.66 -0.23
H8 2.27 0.28 1.82
H9 0.82 1.17 2.35
H10 -3.10 -1.09 1.35
H11 -4.68 -2.20 -0.20
H12 -4.17 -2.26 -2.62
H13 -2.13 -1.17 -3.47
H14 2.82 -0.36 -0.54
H15 3.72 -2.41 -1.51
H16 2.46 -4.53 -1.35
H17 0.31 -4.58 -0.14
H18 -0.58 -2.54 0.88

---

Formula: C17H18FN2O4Se3TeW
Source: OMol25
Level of theory: ωB97M-V/def2-TZVPD

Calculated total energy (a.u.): -8708.2565
HOMO (alpha / beta) (eV): -10.082 / -10.176
HOMO-LUMO gap (alpha / beta) (eV): 5.203 / 5.619
Charge: +1

Geometry (Å):
W1 3.10 1.14 1.16
Se1 3.09 3.20 2.71
Se2 5.19 0.88 5.04
Te1 5.16 1.84 2.86
Se3 4.23 -0.63 0.39
C1 -2.03 1.67 -4.33
C2 -1.27 0.36 -4.20
C3 -2.13 -0.88 -4.35
C4 -3.18 -0.95 -3.25
C5 -2.53 -0.80 -1.90
C6 -3.14 -1.29 -0.77
C7 -2.52 -1.17 0.48
F1 -3.16 -1.67 1.54
C8 -1.30 -0.60 0.64
C9 -0.65 -0.09 -0.50
C10 0.64 0.53 -0.37
O1 1.15 0.63 0.82
C11 1.27 0.98 -1.54
C12 0.61 0.84 -2.75
N1 -0.60 0.32 -2.87
C13 -1.26 -0.18 -1.76
C14 2.64 1.61 -1.57
O2 3.32 1.53 -2.55
O3 2.94 2.28 -0.45
H1 -2.57 1.69 -5.27
H2 -1.35 2.52 -4.31
H3 -2.75 1.80 -3.52
H4 -0.46 0.34 -4.93
H5 -1.49 -1.76 -4.32
H6 -2.60 -0.86 -5.34
H7 -3.72 -1.89 -3.29
H8 -3.92 -0.16 -3.38
H9 -4.11 -1.77 -0.83
H10 -0.83 -0.54 1.61
H11 1.09 1.19 -3.65
C15 1.81 -2.03 4.48
N2 1.14 -0.73 4.48
C16 -0.03 -0.48 5.34
C17 1.58 0.22 3.69
O4 2.57 0.04 2.94
H12 1.47 -2.60 5.33
H13 2.88 -1.89 4.53
H14 1.57 -2.57 3.56
H15 -0.12 -1.30 6.04
H16 -0.94 -0.42 4.75
H17 0.10 0.45 5.90
H18 1.08 1.19 3.74